# 1
# C2H5N4

C2H5N4 as an isolated structure at a distorted geometry (wB97M-V/def2-TZVPD, OMol25).

Summary:
Total charge: +1
LUMO energy: -6.482 eV

XYZ file:
```
11
Properties=species:S:1:pos:R:3:forces:R:3
C 0.1748 -0.7967 -1.2201 0.66 -0.21 -1.24
C -0.6541 0.6801 0.7697 4.23 2.51 -1.60
N 1.0132 -1.7105 -1.2831 0.07 -0.29 0.54
N -0.4037 -1.2241 1.1459 0.23 -0.44 -0.18
N -0.4003 -0.5290 0.0305 -1.19 0.08 1.70
N -0.6705 -0.1659 1.8816 0.13 -0.11 -0.37
H -0.1777 -0.0970 -1.9869 0.02 -0.18 0.11
H 0.9131 1.3546 0.3853 -3.73 -1.30 1.37
H -1.3710 1.4513 0.5330 -0.23 -0.07 -0.01
H 1.4502 -1.9066 -2.1736 -0.22 0.17 -0.33
H -0.9428 -0.1254 2.8542 0.02 -0.16 0.02
```
Forces are in eV/Å.


# 2
# C2H5N4O

A 2-piece molecular cluster, C2H5N4O overall at a distorted geometry (wB97M-V/def2-TZVPD, OMol25).

Summary:
Total charge: +1
LUMO energy (alpha / beta): -6.716 / -7.116 eV

XYZ file:
```
12
Properties=species:S:1:pos:R:3:forces:R:3
C -3.1123 0.2570 0.2882 0.47 -0.30 -0.67
C 0.8370 -0.0620 -0.0663 -3.60 3.36 -1.43
N -3.6919 0.7142 1.1742 -0.29 0.27 0.56
N 1.8268 -0.7199 0.3409 1.84 -2.79 0.55
N 0.5686 1.2188 0.0587 0.30 -0.12 -0.29
N -0.1703 -0.7176 -0.7591 -0.60 -1.78 -0.86
O -1.1719 -0.0910 -1.2397 0.70 -0.40 0.39
H 2.2667 -0.4080 1.1804 0.88 -0.21 0.37
H 1.7666 -1.7066 0.0722 0.89 0.30 0.78
H 1.2977 1.8993 0.3562 -1.27 -0.58 -0.45
H -0.3106 1.3714 -0.5028 1.00 1.10 0.93
H -0.1062 -1.7557 -0.9029 -0.31 1.14 0.11
```
Forces are in eV/Å.


# 3
# C2H5N4O3

A 2-piece molecular cluster, C2H5N4O3 overall at a distorted geometry (wB97M-V/def2-TZVPD, OMol25).

Summary:
Total charge: -1
LUMO energy (alpha / beta): 3.935 / 3.935 eV

XYZ file:
```
14
Properties=species:S:1:pos:R:3:forces:R:3
C -0.6690 -0.0288 -0.1757 4.41 -1.19 -1.18
C 1.9453 -0.9997 0.0819 0.35 -1.05 1.65
N -1.7765 -0.6210 -0.1883 -1.61 -1.13 -0.57
N 1.0149 -1.4974 -0.7669 -2.16 2.24 0.64
N -0.2032 1.2209 0.0505 -3.76 -0.29 -0.16
N -2.9620 0.0725 0.0447 0.89 -0.27 1.59
O -3.0923 1.2288 -0.3081 -0.28 0.77 -0.50
O -3.7729 -0.5498 0.7013 -0.72 0.14 -0.36
O 2.6393 0.2588 -0.2110 0.05 1.10 1.69
H 1.6674 -0.9680 1.2359 0.54 0.50 -1.84
H 2.7907 -1.7084 0.0317 -0.18 -0.57 -0.01
H -0.9226 1.9300 0.3314 1.35 -0.59 -0.16
H 0.7419 1.2070 0.3056 1.54 0.62 0.38
H 2.5989 0.4550 -1.1330 -0.41 -0.29 -1.16
```
Forces are in eV/Å.


# 4
# C2H5N5

An isolated molecule of C2H5N5 at a distorted geometry (wB97M-V/def2-TZVPD, OMol25).

Summary:
Structure (SMILES): [H]/N=c1/nnn(C)[nH]1
Total charge: 0
LUMO energy: 0.177 eV

XYZ file:
```
12
Properties=species:S:1:pos:R:3:forces:R:3
H 2.6361 -1.1537 -1.0775 -0.34 0.22 2.34
N 2.3371 -1.1722 -0.0274 -2.94 0.34 -2.35
C 1.1229 -0.6683 0.0040 1.59 1.69 1.77
N 0.2879 -0.5005 1.2263 -0.13 -0.63 -0.54
N -0.8332 0.0067 0.9186 2.55 -1.75 0.51
N -0.9594 0.2817 -0.3821 0.28 0.74 1.38
C -2.0666 1.4188 -0.3214 1.70 -2.26 -0.11
N 0.5154 0.2463 -0.8934 -3.18 -1.49 -2.88
H -1.6729 2.3701 -0.1084 0.66 1.06 1.12
H -2.2831 1.4746 -1.3259 -1.68 0.10 -2.12
H -2.8391 1.0063 0.3878 0.98 0.62 -1.12
H 0.3866 -0.2348 -1.8647 0.50 1.37 2.01
```
Forces are in eV/Å.


# 5
# C2H5N5

An isolated molecule of C2H5N5 at a distorted geometry (wB97M-V/def2-TZVPD, OMol25).

Summary:
Structure (SMILES): NCc1nnn[nH]1
Total charge: 0
LUMO energy: 0.442 eV

XYZ file:
```
12
Properties=species:S:1:pos:R:3:forces:R:3
N 0.7827 0.2974 -0.7437 -0.99 -2.07 -0.34
C 0.0295 0.2748 0.5207 0.53 1.54 0.15
C -1.4404 0.1227 0.2769 -1.86 -1.57 0.30
N -2.3375 0.8210 0.9399 0.37 -0.09 -1.92
N -3.5572 0.4807 0.3697 -0.23 1.69 2.63
N -3.4584 -0.4481 -0.4256 -0.35 -1.99 -1.94
N -2.1820 -0.7926 -0.5365 3.27 0.34 0.12
H 0.4440 -0.5995 -1.1603 1.31 1.01 -0.32
H 1.8064 0.2758 -0.6489 -0.79 -0.20 0.22
H 0.1071 1.2867 0.9038 -0.20 0.23 0.30
H 0.4128 -0.3192 1.3569 -0.14 -0.65 -0.39
H -1.8448 -1.5914 -1.1522 -0.92 1.77 1.17
```
Forces are in eV/Å.


# 6
# C2H5N5

An isolated molecule of C2H5N5 at a distorted geometry (wB97M-V/def2-TZVPD, OMol25).

Summary:
Structure (SMILES): [H]/N=c1/[nH]ncn1N
Total charge: 0
LUMO energy: 0.589 eV

XYZ file:
```
12
Properties=species:S:1:pos:R:3:forces:R:3
H -0.1527 2.2538 -0.1894 2.66 0.06 1.36
N 0.8776 1.9364 0.1121 -3.91 -0.27 -2.02
C 0.7505 0.6766 -0.1407 -2.63 0.98 1.03
N 1.7649 -0.1762 -0.2452 1.58 -2.27 1.04
N 1.3300 -1.5407 0.0006 2.73 0.99 -0.09
C 0.0826 -1.5171 -0.0277 -2.29 0.70 0.76
N -0.4608 -0.2081 -0.2309 0.62 -1.77 0.74
N -1.9191 -0.1124 -0.0959 0.19 4.19 0.21
H 2.6364 0.1100 0.2645 -1.17 -0.64 -0.98
H -0.4679 -2.4303 0.3439 0.17 1.38 -1.12
H -2.2850 0.2228 0.8996 1.72 -0.90 -2.12
H -2.1565 0.7854 -0.6909 0.34 -2.45 1.20
```
Forces are in eV/Å.


# 7
# C2H5N5O

An isolated molecule of C2H5N5O at a distorted geometry (wB97M-V/def2-TZVPD, OMol25).

Summary:
Structure (SMILES): N/N=c1/cnon1N
Total charge: 0
LUMO energy: -0.044 eV

XYZ file:
```
13
Properties=species:S:1:pos:R:3:forces:R:3
N -1.9756 -0.0672 1.2761 -2.66 -1.19 -1.97
N -0.8978 0.7626 1.5436 2.45 -2.19 -4.98
C 0.0868 0.4481 0.5955 -1.59 2.53 0.37
C 1.2850 1.2576 0.1167 1.05 -2.43 0.76
N 1.9519 0.6058 -0.8674 -2.57 1.78 1.33
O 1.0557 -0.4581 -1.4248 0.69 3.33 3.43
N -0.1505 -0.2819 -0.6034 -1.17 -3.25 -0.23
N -0.6663 -1.6473 -0.4718 0.41 0.90 -2.09
H -2.1745 -0.5461 0.2635 1.57 1.74 3.16
H -2.9344 0.2093 1.5695 1.69 0.56 0.59
H 1.6222 2.1507 0.7957 0.00 -1.90 -1.97
H -1.2309 -1.7351 -1.4669 2.68 -0.83 3.22
H 0.2090 -2.2526 -0.1757 -2.56 0.94 -1.63
```
Forces are in eV/Å.


# 8
# C2H5N5O

An isolated molecule of C2H5N5O at a distorted geometry (wB97M-V/def2-TZVPD, OMol25).

Summary:
Structure (SMILES): [H]/N=c1/nn[nH]n1OC
Total charge: 0
LUMO energy: -0.074 eV

XYZ file:
```
13
Properties=species:S:1:pos:R:3:forces:R:3
H 0.4666 2.3312 0.6343 -0.12 0.15 -0.96
N 1.2293 2.0486 -0.0028 -0.55 -1.30 1.09
C 1.2361 0.7756 -0.0431 1.86 2.11 1.31
N 2.4387 0.0656 -0.3535 -1.10 -1.25 -0.72
N 2.1707 -1.1546 -0.1990 0.76 0.95 0.15
N 0.9283 -1.3476 0.3375 0.72 -3.92 -1.01
N 0.2183 -0.1543 0.3891 1.64 0.40 -1.01
O -0.6214 -0.1340 -0.7276 -3.34 -0.43 1.76
C -1.9695 -0.0791 0.0057 -0.43 1.25 -3.50
H 0.5696 -2.2772 -0.1635 0.04 3.03 1.66
H -2.1963 1.1798 -0.1046 0.10 -3.91 1.08
H -1.8538 -0.5828 1.0819 -0.60 1.39 -2.67
H -2.6167 -0.6712 -0.8545 0.99 1.54 2.82
```
Forces are in eV/Å.


# 9
# C2H5N5O3

An isolated molecule of C2H5N5O3 at a distorted geometry (wB97M-V/def2-TZVPD, OMol25).

Summary:
Structure (SMILES): CN(N=O)/C(N)=N/[N+](=O)[O-]
Total charge: 0
LUMO energy: -0.683 eV

XYZ file:
```
15
Properties=species:S:1:pos:R:3:forces:R:3
C -1.6788 0.3659 1.1961 0.16 -0.16 -0.81
N -1.0713 0.3881 -0.2088 0.31 0.30 2.01
N -1.8123 1.1277 -1.0610 0.84 -0.26 -1.03
O -1.3497 1.2969 -2.1764 -0.26 -0.05 0.88
C 0.3006 -0.0367 -0.3114 -0.22 -0.42 0.01
N 0.9648 0.0723 -1.4728 -1.50 0.93 0.23
N 0.7200 -0.5807 0.8517 0.28 0.08 -1.89
N 1.9910 -1.1936 0.7625 -1.20 0.89 0.79
O 2.6472 -1.1464 -0.2723 1.03 -0.69 0.17
O 2.3527 -1.7111 1.7814 0.28 -0.28 0.02
H -2.6748 0.8104 1.1040 0.36 0.02 -0.10
H -1.7949 -0.6748 1.5287 0.27 0.44 -0.12
H -1.0492 0.9366 1.9022 -0.32 -0.39 -0.48
H 0.5397 0.6598 -2.2076 0.37 -0.78 0.63
H 1.9150 -0.3144 -1.4162 -0.41 0.37 -0.31
```
Forces are in eV/Å.


# 10
# C2H5N5S

A 3-piece molecular cluster, C2H5N5S overall at a distorted geometry (wB97M-V/def2-TZVPD, OMol25).

Summary:
Total charge: 0
LUMO energy: -1.290 eV

XYZ file:
```
13
Properties=species:S:1:pos:R:3:forces:R:3
C -0.4649 0.8429 0.9453 1.29 -3.36 3.24
C 0.1985 -1.0666 0.1747 -3.23 -0.51 0.48
H 0.0354 -1.2318 -2.5188 1.54 4.66 0.90
H 1.4685 0.4822 -2.0977 -4.41 -2.53 0.86
H -1.4082 1.6541 -0.7514 1.91 -1.65 1.14
H 0.7080 1.5621 2.9635 -3.43 1.31 -2.12
H 0.8245 -2.2949 1.2098 -0.42 -1.26 -3.75
N 0.1432 -0.0477 -2.1019 1.58 -4.19 -2.81
N -0.5992 -0.3747 -0.9182 3.25 3.34 0.98
N -0.6721 0.9897 -0.3069 -2.92 -0.33 -4.76
N -0.0235 -0.3468 1.4030 0.57 1.55 -2.87
N 0.5384 -2.2900 0.0600 1.44 1.64 4.22
S -0.7486 2.1217 1.9387 2.83 1.33 4.48
```
Forces are in eV/Å.


# 11
# C2H5N5S

An isolated molecule of C2H5N5S at a distorted geometry (wB97M-V/def2-TZVPD, OMol25).

Summary:
Structure (SMILES): N=C1NNC(=S)NN1
Total charge: 0
LUMO energy: 0.710 eV

XYZ file:
```
13
Properties=species:S:1:pos:R:3:forces:R:3
N -2.4818 -0.1708 0.0031 -0.45 0.03 0.08
C -1.2384 -0.0411 -0.1026 0.72 0.39 0.02
N -0.5079 1.1713 0.0534 -0.24 0.11 0.91
N 0.8647 1.0877 -0.2361 -0.31 -0.42 0.23
C 1.6072 -0.0160 0.0097 0.09 0.26 -0.01
S 3.2578 -0.0362 -0.0468 -0.12 -0.07 -0.01
N 0.8254 -1.1042 0.3059 -0.03 0.38 -0.01
N -0.4193 -1.1209 -0.4133 -0.08 0.02 -0.05
H -2.9477 0.7275 0.1051 0.03 -0.05 -0.04
H -0.6698 1.5499 1.0118 0.25 -0.39 -1.02
H 1.2938 1.8906 -0.6484 0.09 0.21 -0.08
H 1.3222 -1.9621 0.1558 0.24 -0.28 0.04
H -0.9062 -1.9755 -0.1977 -0.18 -0.20 -0.05
```
Forces are in eV/Å.


# 12
# C2H5NO

An isolated ion of composition C2H5NO and charge -1 at a distorted geometry (wB97M-V/def2-TZVPD, OMol25).

Summary:
Total charge: -1
LUMO energy (alpha / beta): 4.833 / 4.632 eV
2S+1: 2

XYZ file:
```
9
Properties=species:S:1:pos:R:3:forces:R:3
O -0.8043 -0.6563 -2.1574 -0.37 -0.36 -0.68
C -0.8382 -0.1486 -0.9925 -0.13 0.90 1.55
C 0.4293 0.0164 -0.2086 0.32 -1.00 -0.54
N 0.2147 0.3487 1.1740 -0.40 1.19 1.11
H -1.7184 0.1274 -0.3477 -0.06 -0.22 -0.82
H 1.1276 0.7529 -0.6799 -0.16 -0.03 0.40
H 0.9211 -0.9658 -0.3056 0.55 -0.03 -0.14
H 0.9273 0.7959 1.7162 0.61 0.22 -0.38
H -0.2592 -0.2706 1.8015 -0.35 -0.67 -0.51
```
Forces are in eV/Å.


Energy above the lowest of the compared OMol25 structures with the same formula, charge and spin for every record listed, in sequence, given in kcal/mol: 126.9; 144.9; 97.1; 110.2; 57.6; 81.6; 169.9; 141.7; 48.2; 157.5; 8.4; 9.2.
E_tot for every record listed, in sequence, given in eV: -8102.223; -10149.951; -14251.443; -9601.241; -9603.522; -9602.485; -11645.176; -11646.398; -15742.433; -20432.780; -20439.244; -5690.722.